Below is C51H49CrGeN4O4S5Sb2 as an isolated structure, with properties calculated with ωB97M-V/def2-TZVPD.

As for the expectation value of S²: 3.795. The calculation puts the HOMO energy (spin up / spin down) at -0.098 / -0.098 Ha. As for the orbital gap (spin up / spin down): 6.36 / 6.35 eV.

```
! wB97M-V def2-TZVPD RIJCOSX def2/J DEFGRID3
* xyz -2 4
Cr -0.12354 0.62088 -2.13458
C -5.15544 0.30078 2.98153
Sb -3.42692 0.42018 1.66127
C -4.13570 -1.28455 0.54150
C -4.33799 1.84084 0.28623
C -4.14621 3.27324 0.68002
C -4.55974 3.69507 1.94567
C -4.37360 4.99275 2.38791
C -3.76025 5.91479 1.55310
C -3.37515 5.52252 0.28395
C -3.56555 4.21800 -0.17802
C -3.18096 3.91135 -1.59148
Sb -1.17128 3.21335 -2.00161
C -0.13849 4.91943 -1.25006
C -1.26781 3.95351 -4.00946
H -5.11389 1.05567 3.76623
H -5.14051 -0.68245 3.45571
H -6.08750 0.40591 2.42300
H -4.95279 -0.98180 -0.11435
H -4.49766 -2.04139 1.23951
H -3.33732 -1.69990 -0.06838
H -5.39621 1.56608 0.27357
H -3.92312 1.61230 -0.69534
H -5.03154 2.97437 2.60300
H -4.69179 5.27684 3.38345
H -3.58463 6.93034 1.88534
H -2.91034 6.24341 -0.37996
H -3.20153 4.83760 -2.16754
H -3.86559 3.21067 -2.07078
H -0.46033 5.79979 -1.80915
H 0.92862 4.75114 -1.38795
H -0.32747 5.02578 -0.18455
H -1.76560 4.92535 -3.99567
H -1.80165 3.26093 -4.65614
H -0.25380 4.06121 -4.38966
S -2.27686 -0.24361 -2.61453
C -2.40721 -0.24829 -4.35569
C -3.54434 -0.79550 -4.94681
C -3.70625 -0.83538 -6.32670
C -4.89582 -1.40481 -6.88645
N -5.85664 -1.86725 -7.31977
C -2.69600 -0.31212 -7.14855
C -1.55961 0.23473 -6.56768
C -1.38783 0.28053 -5.18211
S 0.05459 0.98548 -4.52217
C -2.81961 -0.33226 -8.57671
N -2.90328 -0.35095 -9.72438
H -4.31968 -1.20316 -4.31135
H -0.78214 0.63723 -7.20372
C 3.58055 -0.38746 -2.53469
C 2.14645 -0.02348 -2.34702
O 1.22419 -0.89092 -2.43466
O 1.81211 1.18213 -2.13874
H 3.70966 -1.46431 -2.47445
H 4.17886 0.11099 -1.77415
H 3.89207 -0.03136 -3.51885
O 1.78007 -0.27381 0.33307
C 0.58432 -0.47551 0.44359
O -0.36080 0.01560 -0.31317
C 0.06810 -1.47007 1.47005
C -0.19134 -2.80727 0.75960
Ge 1.30625 -4.02777 0.42829
C 0.77649 -5.15661 -1.08377
C 0.63664 -6.53937 -0.99137
C 0.23651 -7.29074 -2.09034
C -0.03194 -6.66383 -3.29853
C 0.10030 -5.28527 -3.40484
C 0.50161 -4.53772 -2.30625
C 3.11577 -3.38347 0.06232
C 3.86779 -3.98976 -0.94192
C 5.19347 -3.62954 -1.15773
C 5.77944 -2.64864 -0.37236
C 5.04120 -2.03462 0.63222
C 3.72364 -2.40626 0.85119
C 1.52151 -5.18493 2.01129
C 0.69128 -5.10088 3.12650
C 0.88312 -5.92238 4.23137
C 1.91262 -6.85114 4.23593
C 2.75480 -6.94668 3.13552
C 2.56145 -6.11631 2.04115
H -0.86610 -1.09373 1.88581
H 0.79003 -1.55799 2.28324
H -0.67956 -2.61743 -0.19999
H -0.89959 -3.41267 1.33444
H 0.83699 -7.04001 -0.04996
H 0.12955 -8.36556 -2.00038
H -0.34967 -7.24648 -4.15492
H -0.11547 -4.78641 -4.34167
H 0.59856 -3.46087 -2.40706
H 3.41359 -4.74550 -1.57436
H 5.76072 -4.10719 -1.94821
H 6.80757 -2.35375 -0.54583
H 5.48449 -1.25273 1.23649
H 3.15847 -1.89527 1.61879
H -0.11657 -4.37830 3.14618
H 0.22939 -5.83182 5.09054
H 2.06507 -7.49175 5.09615
H 3.56873 -7.66198 3.13504
H 3.24193 -6.18402 1.19792
S 5.24847 2.38452 4.38498
C 3.76866 2.86580 3.74624
S 2.99991 1.92664 2.51761
C 1.62396 3.03697 2.46774
N 1.77115 4.01811 3.31141
N 2.96962 3.92353 4.02267
C 3.16287 4.97321 4.96332
C 2.10328 5.86171 5.18043
C 2.23982 6.90343 6.08096
C 3.42328 7.09087 6.78198
C 4.47130 6.21311 6.56155
C 4.35430 5.16104 5.66306
S 0.34109 2.73692 1.41050
H 1.18644 5.71858 4.63241
H 1.40440 7.57645 6.23234
H 3.52491 7.90833 7.48542
H 5.40727 6.33892 7.09288
H 5.17887 4.48807 5.50335
*
```

=====

Below is C51H49InN5O4PS6Sb as an isolated structure, with properties calculated with ωB97M-V/def2-TZVPD.

The calculation puts the HOMO energy at -0.360 Ha. As for the orbital gap: 7.16 eV.

```
! wB97M-V def2-TZVPD RIJCOSX def2/J DEFGRID3
* xyz 1 1
In -19.48440 15.78631 5.88002
S -18.34206 17.58351 7.01741
S -20.04108 18.08811 8.11444
S -21.69870 17.93617 6.93184
S -21.87439 15.95389 6.56092
N -19.53101 17.94274 3.15757
C -20.61059 17.29939 2.45845
C -21.55080 18.02489 1.71330
C -22.51019 17.53472 0.92764
C -22.63736 16.14948 0.93600
C -21.84314 15.39201 1.68151
C -20.79668 15.89568 2.48307
P -19.71538 14.82601 3.47391
C -20.41301 13.21779 3.47423
C -19.89893 12.15788 2.67439
C -20.46050 10.90476 2.86771
C -21.48974 10.64524 3.75431
C -22.09493 11.73785 4.39942
C -21.53463 13.00259 4.31175
C -18.18838 14.63291 2.62439
C -17.24293 13.68966 3.09085
C -15.99979 13.59953 2.53188
C -15.68500 14.40151 1.43433
C -16.55487 15.40554 1.02707
C -17.76407 15.52342 1.66242
H -19.61406 18.97997 3.32035
H -18.64576 17.57606 2.92278
H -21.35204 19.06777 1.75680
H -23.21835 18.16552 0.44575
H -23.43703 15.72760 0.29186
H -22.01010 14.33716 1.57079
H -18.95940 12.41844 2.10140
H -20.04342 10.07707 2.32139
H -21.91599 9.61906 3.93214
H -22.90621 11.56477 5.07172
H -21.84573 13.79390 4.98050
H -17.45623 13.20311 3.96026
H -15.29180 12.84951 2.87922
H -14.71063 14.40849 0.95906
H -16.19731 16.15780 0.28728
H -18.50310 16.28947 1.32803
S -15.82954 15.19195 6.84794
Sb -13.85073 14.71129 5.86748
C -13.73338 12.76940 5.05153
C -14.47353 11.79511 5.66777
C -14.36681 10.44624 5.26640
C -13.50968 10.11727 4.18789
C -12.72660 11.11117 3.61904
C -12.84786 12.41854 4.02731
C -12.33886 14.64846 7.40579
C -11.61114 13.47682 7.56189
C -10.62684 13.40264 8.51948
C -10.36171 14.48923 9.29255
C -11.11781 15.63373 9.19352
C -12.05407 15.77257 8.21842
C -13.19032 15.91088 4.23710
C -14.04516 16.81559 3.57955
C -13.61646 17.24134 2.32139
C -12.42806 16.81405 1.79335
C -11.52746 16.01591 2.49672
C -11.89976 15.60299 3.74952
H -15.16769 12.08910 6.47056
H -15.06054 9.71117 5.76763
H -13.39196 9.11883 3.88385
H -12.05651 10.81654 2.84294
H -12.22056 13.12199 3.55244
H -11.84667 12.60521 6.94461
H -9.91147 12.64330 8.59768
H -9.58059 14.50569 10.14355
H -10.96020 16.43545 9.92627
H -12.70790 16.59079 8.22788
H -15.02054 16.94216 4.03268
H -14.31734 17.87190 1.84388
H -12.21342 17.16823 0.79194
H -10.49539 15.77411 2.16646
H -11.27270 14.99446 4.39392
C -20.04728 8.52708 11.07525
C -19.29512 9.85190 11.44083
S -18.28540 10.33511 10.01509
O -19.15974 10.61188 8.96553
O -17.18693 9.43420 9.92246
C -17.40819 11.79028 10.46484
C -16.70550 12.38387 9.21593
N -17.54520 12.76268 8.16409
C -18.29604 13.91159 8.11581
N -18.97131 13.94420 6.93868
C -18.69479 12.78855 6.30343
C -17.76023 12.05121 7.01407
N -17.24698 10.77183 6.62528
O -17.51717 10.42605 5.48187
O -16.55768 10.17487 7.44298
C -18.43827 14.94049 9.21802
H -20.97503 8.50402 11.63568
H -19.34841 7.69909 11.19922
H -20.36006 8.73170 10.05317
H -18.62594 9.82159 12.31119
H -19.95469 10.70465 11.57297
H -16.63917 11.46399 11.15801
H -18.09716 12.48746 10.95480
H -16.02066 11.58600 8.85536
H -16.11006 13.26993 9.45421
H -19.17835 12.55155 5.34906
H -18.05108 15.88812 8.83959
H -17.82903 14.75531 10.05000
H -19.55693 14.85361 9.38095
N -20.91065 12.96183 11.05318
C -21.78429 12.20924 11.14695
C -22.77616 11.24399 11.45591
C -23.45493 10.49259 10.51421
C -24.35313 9.52754 10.85699
C -24.54585 9.19972 12.18207
C -23.96822 10.07325 13.14380
C -23.01637 11.00628 12.84066
H -23.20467 10.63226 9.43755
H -24.82096 8.97167 10.02874
H -25.30821 8.46987 12.47938
H -24.19220 9.84276 14.19421
H -22.46319 11.49637 13.51425
*
```

=====

| no. | largest force on an atom (Eh/bohr) | calculated total energy (eV) |
| --- | --- | --- |
| 1 | 0.013 | -220027.4352 |
| 2 | 0.090 | -155325.2380 |